Molecular formula: C24H62N7O4P3
Method: DFT, wB97M-V/def2-TZVPD

Values from the calculation:
HOMO level: -8.29 eV
F_max: 4.43 eV Å⁻¹
Frontier orbital gap: 8.9542 eV
Energy: -72381.264 eV
SMILES: CN(C)P(=O)(N(C)C)N(C)C.CN(C)P(=O)(N(C)C)N(C)C.CC(=O)OCCCCCCPCCCCN
LUMO energy: 0.0245 Ha

Last column: Mulliken charge in e.
Positions of all 100 atoms, in Å:
C 0.31 2.73 -1.25  -1.090
N -0.82 1.92 -0.84  0.783
C -0.38 0.57 -0.49  -1.472
P -2.38 2.02 -1.49  0.406
O -3.23 1.19 -0.61  -0.894
N -3.01 3.60 -1.28  0.374
C -2.18 4.72 -0.88  -1.179
C -4.32 3.66 -0.63  -1.043
N -1.99 2.25 -3.13  0.118
C -3.02 2.87 -3.98  -0.985
C -1.60 0.96 -3.77  -1.109
H 0.72 2.46 -2.23  0.198
H 1.11 2.62 -0.52  0.402
H 0.08 3.79 -1.27  0.221
H 0.02 0.04 -1.36  0.489
H -1.21 -0.01 -0.09  0.371
H 0.39 0.61 0.28  0.357
H -1.68 4.56 0.08  0.367
H -2.79 5.62 -0.81  0.450
H -1.43 4.94 -1.64  0.283
H -4.25 3.57 0.46  0.286
H -4.97 2.87 -0.99  0.355
H -4.79 4.61 -0.88  0.343
H -3.99 2.36 -3.92  0.342
H -2.68 2.83 -5.02  0.394
H -3.15 3.91 -3.72  0.290
H -2.43 0.25 -3.79  0.362
H -0.77 0.50 -3.24  0.204
H -1.27 1.14 -4.79  0.452
C 2.67 6.39 5.11  -0.717
N 1.65 6.73 4.14  0.110
C 1.56 8.18 3.99  -1.099
P 0.21 5.88 3.92  0.438
O -0.39 6.43 2.68  -0.846
N 0.55 4.25 3.48  0.444
C 1.88 3.68 3.61  -1.218
C -0.11 3.79 2.27  -1.536
N -0.17 5.51 5.54  0.129
C -1.07 4.37 5.76  -0.963
C -0.76 6.69 6.22  -1.011
H 2.39 6.63 6.15  0.251
H 3.58 6.96 4.88  0.379
H 2.95 5.34 5.07  0.133
H 1.22 8.68 4.91  0.329
H 0.86 8.44 3.19  0.307
H 2.53 8.59 3.72  0.370
H 2.63 4.22 3.02  0.341
H 1.85 2.65 3.27  0.389
H 2.19 3.65 4.65  0.322
H 0.41 4.12 1.36  0.425
H -1.14 4.15 2.22  0.357
H -0.16 2.70 2.26  0.586
H -2.00 4.44 5.19  0.333
H -1.32 4.33 6.83  0.406
H -0.57 3.43 5.52  0.256
H -1.72 6.98 5.79  0.356
H -0.08 7.54 6.17  0.239
H -0.91 6.46 7.28  0.398
C 2.26 -2.47 -1.22  -0.959
C 1.41 -2.76 -2.44  0.615
O 1.78 -3.46 -3.33  -0.523
O 0.19 -2.13 -2.48  -0.230
C -0.79 -2.84 -1.67  -0.711
C -1.50 -3.89 -2.53  -0.026
C -2.36 -4.78 -1.63  -0.958
C -2.83 -6.12 -2.23  -0.857
C -1.89 -6.80 -3.23  -0.868
C -0.74 -7.62 -2.63  -0.817
P 0.57 -6.68 -1.75  0.285
C 1.46 -7.98 -0.78  -1.023
C 2.81 -7.40 -0.30  -0.495
C 3.93 -7.54 -1.35  -0.676
C 4.47 -6.19 -1.83  -0.410
N 5.83 -6.36 -2.40  -0.681
H 3.31 -2.56 -1.49  0.386
H 2.07 -1.45 -0.88  0.268
H 2.04 -3.17 -0.42  0.230
H -1.47 -2.16 -1.17  0.478
H -0.23 -3.40 -0.91  0.074
H -0.71 -4.42 -3.05  0.216
H -2.13 -3.37 -3.25  0.220
H -3.27 -4.20 -1.42  0.460
H -1.89 -4.91 -0.65  0.639
H -3.81 -6.01 -2.69  0.377
H -2.96 -6.82 -1.40  0.268
H -2.50 -7.52 -3.79  0.428
H -1.49 -6.11 -3.98  0.367
H -0.21 -8.08 -3.47  0.403
H -1.13 -8.46 -2.04  0.412
H -0.06 -5.95 -0.72  -0.133
H 1.58 -8.86 -1.41  0.432
H 0.85 -8.20 0.10  0.445
H 2.65 -6.34 -0.08  0.192
H 3.07 -7.89 0.64  0.405
H 3.49 -8.04 -2.22  0.277
H 4.75 -8.16 -1.00  0.417
H 3.81 -5.80 -2.61  0.206
H 4.49 -5.47 -1.01  0.398
H 5.75 -6.50 -3.39  0.249
H 6.39 -5.53 -2.25  0.231

Molecular formula: C24H63N4O9
Method: DFT, wB97M-V/def2-TZVPD

Values from the calculation:
HOMO level: -11.16 eV
F_max: 11.64 eV Å⁻¹
Frontier orbital gap: 9.5607 eV
Charge: +1
Energy: -50274.635 eV
LUMO energy: -0.0588 Ha

Last column: Mulliken charge in e.
Positions of all 100 atoms, in Å:
O -0.52 -0.24 0.34  2.969
H -0.36 0.54 1.02  -0.044
H -0.94 0.13 -0.38  -0.407
H 0.36 -0.77 0.18  -0.240
C 0.68 -3.31 1.65  -0.723
O 0.98 -2.10 1.93  0.360
C 1.97 -1.98 2.88  -1.109
C 2.28 -0.44 2.82  0.431
N 3.37 -0.08 3.77  -0.437
C 3.74 1.33 3.69  0.121
C 4.75 1.75 4.76  -1.060
O 4.97 3.23 4.98  -0.327
C 5.87 3.54 5.96  -0.718
H -0.18 -3.08 1.04  -0.167
H -0.04 -3.74 2.33  0.227
H 1.48 -4.00 1.28  0.344
H 2.86 -2.63 2.64  0.246
H 1.67 -2.26 3.96  0.285
H 1.51 0.23 3.20  -0.077
H 2.63 -0.18 1.91  0.040
H 3.15 -0.26 4.74  0.326
H 2.81 1.93 3.97  -0.070
H 4.04 1.64 2.57  0.170
H 5.57 1.31 4.55  0.662
H 4.42 1.31 5.69  0.383
H 6.87 3.14 5.65  0.253
H 5.62 2.91 6.83  0.288
H 5.58 4.46 6.15  0.332
C -4.16 0.75 -0.75  -1.011
O -2.92 0.96 -0.93  0.135
C -2.56 1.66 -2.15  -0.701
C -1.17 2.16 -2.10  -0.599
N -0.36 0.85 -2.25  0.482
C 1.06 1.16 -2.48  -0.669
C 1.77 -0.25 -2.35  -0.969
O 1.71 -0.85 -0.97  -0.196
C 2.68 -1.96 -0.79  -0.712
H -4.57 0.35 -1.77  0.234
H -4.66 1.69 -0.47  0.328
H -4.44 0.12 0.08  0.331
H -3.17 2.60 -2.19  0.436
H -2.60 0.91 -2.90  0.215
H -0.94 2.82 -1.18  -0.008
H -0.84 2.72 -2.93  0.716
H -0.65 0.39 -3.24  -0.538
H 1.45 1.69 -1.58  0.044
H 1.12 1.79 -3.43  0.526
H 2.87 -0.40 -2.58  0.410
H 1.16 -0.91 -3.06  0.422
H 2.47 -2.96 -1.34  0.227
H 2.76 -2.09 0.19  -0.001
H 3.74 -1.76 -0.97  0.386
C -3.42 -3.43 3.91  -0.693
O -3.60 -2.36 3.20  -0.291
C -2.54 -1.47 3.57  -0.629
C -2.74 -0.15 2.89  -0.594
N -1.56 0.70 2.99  -0.183
C -1.68 2.04 2.42  -0.693
C -0.28 2.66 2.51  -1.419
O 0.39 2.01 1.42  -0.260
C 1.70 2.56 1.20  -1.455
H -2.36 -3.82 3.87  0.249
H -3.92 -4.27 3.34  0.245
H -3.86 -3.17 4.91  0.314
H -1.56 -1.67 3.47  0.066
H -2.32 -1.40 4.65  0.519
H -3.31 0.34 3.48  1.086
H -3.08 -0.10 1.82  -0.319
H -1.33 0.64 3.95  0.253
H -2.29 2.78 3.14  0.263
H -2.22 1.88 1.51  0.145
H 0.16 2.42 3.26  0.944
H -0.21 3.78 2.44  0.459
H 2.40 1.82 0.76  0.355
H 1.99 3.23 1.89  0.621
H 1.62 3.29 0.38  0.351
C -2.32 -3.37 -1.03  -0.541
O -2.70 -2.92 -2.16  -0.401
C -1.53 -2.52 -2.95  0.150
C -2.15 -1.79 -4.17  -0.939
N -1.06 -1.21 -4.92  -0.093
C -1.56 -0.30 -5.99  -0.937
C -0.50 0.61 -6.51  0.051
O -0.96 1.36 -7.54  -0.332
C -0.04 2.11 -8.24  -0.914
H -3.13 -3.78 -0.43  0.457
H -1.97 -2.77 -0.21  -0.136
H -1.58 -4.18 -0.99  0.389
H -0.88 -3.28 -3.35  0.399
H -0.89 -2.02 -2.29  -0.299
H -2.96 -1.21 -3.68  0.240
H -2.54 -2.53 -4.83  0.589
H -0.50 -1.92 -5.43  0.347
H -2.25 0.21 -5.52  0.425
H -2.20 -0.95 -6.78  0.320
H 0.33 -0.04 -6.76  0.345
H -0.21 1.30 -5.63  -0.038
H 0.69 1.56 -8.64  0.429
H 0.37 3.01 -7.76  0.299
H -0.39 2.53 -9.20  0.312